Computed, not measured: a cluster of 2 separate species, C19H38F3N2O3 in total in a non-equilibrium geometry, with ωB97M-V with the def2-TZVPD basis set.

The geometry in XYZ format:
```
65
Properties=species:S:1:pos:R:3:mulliken_charge:R:1
C 0.3076 5.4678 -2.8014 -0.87
C 0.3666 3.9537 -3.4733 -0.34
C -1.1699 3.3125 -3.6151 -0.52
C -1.3647 2.0535 -2.5588 0.18
C -1.5597 0.5915 -3.2940 -0.79
C -2.0046 -0.5295 -2.1352 -0.59
C -0.8568 -0.6596 -0.9719 -0.24
C -1.4064 -0.4776 0.5668 0.11
C -1.7152 1.0701 1.0098 -0.73
N -1.2539 1.4468 2.3998 0.35
C -1.2678 2.9784 2.5872 -0.70
C -2.7758 3.6063 2.7260 -0.79
C -3.2311 3.9920 4.2547 0.76
F -2.9516 5.4633 4.4259 -0.24
F -2.5801 3.1694 5.3101 -0.24
F -4.7004 3.7370 4.3746 -0.24
C 0.1695 1.0126 2.7320 -0.57
C 0.7353 -0.1099 1.6608 0.14
O 1.9229 -0.8498 2.1306 -0.41
C 2.4258 -1.5617 0.9357 0.14
C 3.8457 -2.3660 1.3015 -1.04
O -0.3576 -1.0751 1.4491 -0.47
H -0.6862 5.9918 -3.1401 0.29
H 0.3151 5.3809 -1.6113 0.13
H 1.2059 6.1584 -3.1164 0.29
H 1.0360 3.3090 -2.7258 0.19
H 0.9096 3.9257 -4.5209 0.34
H -1.4218 3.0324 -4.7348 0.33
H -1.8971 4.1809 -3.2382 0.26
H -2.3652 2.2450 -1.9367 0.14
H -0.4900 2.0747 -1.7605 -0.23
H -2.4153 0.7484 -4.1079 0.37
H -0.5368 0.2346 -3.7817 0.23
H -2.0461 -1.5655 -2.7267 0.29
H -3.0974 -0.3471 -1.7322 0.33
H -0.4305 -1.7720 -1.0480 0.20
H 0.0798 0.0372 -1.2194 0.09
H -2.3499 -1.1889 0.6916 0.43
H -2.9036 1.1829 1.0117 0.17
H -1.3286 1.8795 0.2434 0.10
H -1.9744 1.0481 3.0736 0.49
H -0.6700 3.2015 3.5859 0.52
H -0.6729 3.4528 1.6825 0.45
H -3.5570 2.9135 2.1913 0.31
H -2.7664 4.6328 2.1171 0.35
H 0.9346 1.9254 2.7821 0.35
H 0.1297 0.4823 3.7773 0.35
H 1.0613 0.4831 0.7014 0.14
H 2.6174 -0.8776 0.0056 0.17
H 1.6916 -2.4233 0.5587 0.14
H 3.5322 -3.1691 2.1171 0.23
H 4.6534 -1.6345 1.7286 0.35
H 4.1677 -2.8888 0.2962 0.34
C 2.2702 -4.8898 -0.4046 0.64
O 1.8308 -4.2589 -1.3580 -0.64
N 2.3857 -6.2620 -0.3396 0.09
C 2.9171 -6.9367 0.8269 -0.86
C 1.9625 -7.0575 -1.4735 -0.95
H 2.6204 -4.3839 0.5104 -0.20
H 3.8013 -7.5091 0.5326 0.33
H 2.1552 -7.6151 1.2212 0.33
H 3.1960 -6.2196 1.6038 0.26
H 2.5414 -6.7597 -2.3531 0.29
H 0.9029 -6.8650 -1.6677 0.29
H 2.1132 -8.1224 -1.2769 0.38
```

Computed properties:
* ΔE to the lowest compared entry with this formula, charge and spin: 6.804 eV
* E_LUMO: -2.9 eV
* total charge: +1